Record 1
C3H4 | ωB97M-V/def2-TZVPD

Computed properties:
Spin multiplicity ... 1
Charge ... 0
HOMO energy (alpha / beta) ... -12.17 / -12.17 eV
Maximum force ... 11.18 eV Å⁻¹
Lowest unoccupied orbital energy (alpha / beta) ... -4.047 / -4.042 eV

Positions of all 7 atoms, in Å:
C 3.3828 0.4575 -0.1092
C 2.7913 -0.5345 0.0537
C -1.2045 -0.0047 -0.0412
H -1.7969 -0.6765 -0.5737
H -0.3456 -0.3124 0.3904
H -1.0775 0.8695 -0.5085
H -1.7497 0.2012 0.7886

The net atomic charges from natural (NBO), expressed in e, are:
1 C 0.002
2 C -0.002
3 C -0.835
4 H 0.211
5 H 0.209
6 H 0.206
7 H 0.209

Record 2
CH3ClO2S | ωB97M-V/def2-TZVPD

Computed properties:
Spin multiplicity ... 1
Charge ... 0
HOMO energy ... -11.54 eV
SMILES string ... CS(=O)(=O)Cl
Maximum force ... 2.15 eV Å⁻¹
Lowest unoccupied orbital energy ... -0.034 eV

Positions of all 8 atoms, in Å:
C -0.0902 -0.0990 -0.0711
S -1.8803 -0.5729 -0.0251
O -2.2378 -1.4981 0.9889
O -2.1018 -0.9535 -1.3633
Cl -2.9007 1.2151 0.2242
H 0.4322 -1.0157 0.1890
H -0.0666 0.0496 -1.1162
H 0.1245 0.7581 0.5697

The net atomic charges from natural (NBO), expressed in e, are:
1 C -0.804
2 S 2.091
3 O -0.883
4 O -0.922
5 Cl -0.239
6 H 0.253
7 H 0.254
8 H 0.251

Record 3
C28H44GeHgNOTe | ωB97M-V/def2-TZVPD

Computed properties:
Spin multiplicity ... 1
Charge ... +1
HOMO energy ... -11.51 eV
Maximum force ... 2.72 eV Å⁻¹
Lowest unoccupied orbital energy ... -2.550 eV

Positions of all 77 atoms, in Å:
Hg 2.4156 -0.7047 -1.1332
C 3.1897 -2.2331 2.9524
C 2.1448 -2.0360 1.8736
O 2.4575 -1.7382 0.6727
N 0.8984 -2.1805 2.2948
Te -0.4054 -1.9302 0.8939
C -1.8069 -3.1477 1.8926
C -2.0805 -2.8111 3.2109
C -1.6645 -1.5235 3.9096
C -2.7682 -3.7580 3.9601
C -3.1893 -4.9210 3.3451
C -4.0612 -5.8836 4.1009
C -2.9084 -5.1964 1.9870
C -2.2040 -4.3190 1.2264
C -1.9204 -4.6317 -0.2309
C -1.2272 0.0392 1.0823
C -0.6145 1.1120 1.7444
C 0.6464 1.1292 2.4804
C -1.2620 2.3409 1.6588
C -2.3848 2.5535 0.8781
C -3.0357 3.8995 0.6969
C -2.8590 1.4931 0.1003
C -2.3438 0.2084 0.2690
C -3.1217 -0.8794 -0.3507
H 2.9260 -1.6092 3.8044
H 4.1638 -2.0426 2.5631
H 3.1139 -3.2713 3.2928
H -0.5720 -1.4660 3.9098
H -1.9900 -1.5932 4.9360
H -2.0356 -0.6289 3.3659
H -3.0515 -3.5754 4.9976
H -3.5604 -6.8057 4.4217
H -4.9410 -6.2210 3.5249
H -4.4443 -5.4037 5.0000
H -3.3295 -6.0651 1.5396
H -2.4206 -5.5727 -0.4949
H -0.8663 -4.8099 -0.3818
H -2.2161 -3.8376 -0.9240
H 1.3734 0.3465 2.1476
H 0.4679 0.8840 3.5293
H 1.1322 2.0998 2.3765
H -0.8100 3.2136 2.1425
H -2.6326 4.7086 1.3246
H -4.1108 3.8493 0.9358
H -2.9964 4.1667 -0.3620
H -3.7136 1.6410 -0.5553
H -3.8055 -0.4369 -1.1231
H -3.7429 -1.4068 0.3232
H -2.6113 -1.7041 -0.8960
C 3.0312 4.4698 -5.8648
C 3.3756 3.1616 -5.1049
C 2.6748 1.9128 -5.5750
C 3.0246 0.8544 -4.5103
Ge 1.6413 0.4647 -3.1985
C 0.6924 1.8819 -2.3763
C 1.2105 2.4174 -1.0564
C 2.6568 2.8411 -1.1464
C 3.2889 3.1379 0.2190
H 3.6672 5.3162 -5.4920
H 1.9864 4.7123 -5.7550
H 3.2410 4.3643 -6.9489
H 3.0291 3.2765 -4.0917
H 4.4552 3.0075 -5.0390
H 2.9724 1.6073 -6.5806
H 1.6218 2.0952 -5.5698
H 3.9900 1.0577 -4.0751
H 3.1731 -0.1121 -4.9822
H 0.5655 -0.4370 -3.7684
H -0.3327 1.5241 -2.2539
H 0.6608 2.6886 -3.0641
H 1.0477 1.7461 -0.2070
H 0.6011 3.2726 -0.7069
H 2.7693 3.7366 -1.7392
H 3.2295 2.0483 -1.5977
H 2.6681 3.7650 0.8345
H 4.2461 3.6432 0.0682
H 3.5905 2.2052 0.6685

Mulliken atomic charge list, values in e, 8 entries:
1 Hg 0.614
2 C -1.293
3 C 0.570
4 O -0.595
5 N -0.462
6 Te 0.898
7 C 0.677
8 C 1.104

Record 4
CH2FN | ωB97M-V/def2-TZVPD

Computed properties:
Spin multiplicity ... 1
Charge ... 0
HOMO energy ... -9.84 eV
Maximum force ... 8.06 eV Å⁻¹
Lowest unoccupied orbital energy ... 0.868 eV

Positions of all 5 atoms, in Å:
C 0.2525 0.2640 0.4208
N -0.0288 -0.1742 -0.7566
F -0.2210 -0.2484 1.5713
H -0.5617 -1.0559 -1.5837
H 0.5589 1.2145 0.3482

The net atomic charges from natural (NBO), expressed in e, are:
1 C 0.468
2 N -0.741
3 F -0.333
4 H 0.445
5 H 0.161

Record 5
C25H37B3O12 | ωB97M-V/def2-TZVPD

Computed properties:
Spin multiplicity ... 1
Charge ... 0
HOMO energy ... -9.72 eV
Maximum force ... 1.92 eV Å⁻¹
Lowest unoccupied orbital energy ... -1.569 eV

Positions of all 77 atoms, in Å:
C -6.3523 -2.5700 -1.3281
O -5.5388 -3.1163 -2.3502
C -5.0611 -2.1094 -3.2359
C -4.7079 -2.7537 -4.5831
C -3.3046 -3.3953 -4.6231
C -3.0615 -4.4319 -3.5055
C -2.4611 -3.8651 -2.2120
C -1.0141 -3.3421 -2.3661
C -0.4392 -3.0475 -0.9441
C 0.1606 -1.6199 -0.8133
C 1.5741 -1.5684 -0.1829
C 1.7290 -0.6304 1.0320
C 1.0661 0.7734 0.8722
B 2.1184 1.9409 0.7028
O 2.3857 2.4667 -0.5785
B 2.6801 3.8282 -0.4743
O 2.2853 4.5786 0.6438
B 2.3421 3.8643 1.8482
C 1.8740 4.5332 3.2000
O 2.7793 2.5255 1.7965
H -6.0957 -1.5226 -1.1468
H -6.1903 -3.1596 -0.4238
H -7.4192 -2.6250 -1.5745
H -4.2023 -1.5748 -2.8121
H -5.8748 -1.3885 -3.3870
H -4.7451 -1.9546 -5.3293
H -5.4732 -3.5011 -4.7962
H -2.5232 -2.6316 -4.6240
H -3.2398 -3.9174 -5.5835
H -3.9944 -4.9532 -3.2816
H -2.3499 -5.1764 -3.8791
H -2.4137 -4.6773 -1.4791
H -3.0551 -3.0687 -1.7597
H -0.4072 -4.1430 -2.7989
H -0.9583 -2.4582 -3.0000
H 0.2913 -3.8044 -0.6574
H -1.2699 -3.1051 -0.2354
H 0.2251 -1.1604 -1.8046
H -0.5418 -0.9951 -0.2565
H 1.7894 -2.5710 0.1787
H 2.3527 -1.3578 -0.9213
H 1.4000 -1.1201 1.9478
H 2.8063 -0.4618 1.1588
H 0.5194 0.9870 1.7992
H 0.3571 0.8384 0.0458
H 3.2654 4.3608 -1.3581
H 1.7262 5.5953 3.0050
H 2.5614 4.3609 4.0264
H 0.9067 4.0990 3.4621
C -1.0005 6.5890 1.8546
C -1.6292 7.4386 1.0354
C -2.8321 8.2158 1.4725
O -3.3454 8.9846 0.6835
C -3.3317 8.0066 2.8272
C -2.7058 7.1552 3.6455
C -1.4877 6.3972 3.2175
O -0.9594 5.6512 4.0209
O -3.1219 6.9256 4.8934
O -1.2283 7.6505 -0.2195
H -0.1308 6.0261 1.5455
H -4.2101 8.5598 3.1277
H -2.4960 6.2771 5.2641
H -1.8488 8.3059 -0.5871
C 6.6127 -4.8471 2.1915
C 5.2850 -4.7047 2.2490
C 4.5692 -3.6496 1.4647
O 3.3576 -3.5834 1.5469
C 5.3629 -2.7460 0.6399
C 6.6913 -2.8863 0.5845
C 7.4052 -3.9573 1.3493
O 8.6128 -4.0412 1.2412
O 7.4647 -2.0866 -0.1524
O 4.5124 -5.4898 3.0040
H 7.1391 -5.6066 2.7518
H 4.8372 -1.9778 0.0900
H 8.3763 -2.4037 -0.0170
H 3.6005 -5.1774 2.8619

Mulliken atomic charge list, values in e, 8 entries:
1 C -0.847
2 O -0.292
3 C -0.556
4 C -0.879
5 C -0.612
6 C -0.952
7 C -0.564
8 C -0.464

Record 6
C53H45BrF9NP3PbSe2 | ωB97M-V/def2-TZVPD

Computed properties:
Spin multiplicity ... 1
Charge ... +1
HOMO energy ... -10.93 eV
Maximum force ... 0.51 eV Å⁻¹
Lowest unoccupied orbital energy ... -2.530 eV

Positions of all 115 atoms, in Å:
Pb 0.5281 -1.1990 0.9900
C 1.1235 -5.5418 0.5086
C 1.4782 -4.3463 -0.3423
C 2.5990 -3.5706 -0.0383
C 2.9097 -2.4491 -0.7933
C 2.1247 -2.0977 -1.8839
C 1.0286 -2.8760 -2.2210
C 0.7083 -3.9889 -1.4486
H 1.8206 -6.3640 0.3314
H 0.1176 -5.9008 0.2889
H 1.1783 -5.2896 1.5695
H 3.2214 -3.8445 0.8072
H 3.7676 -1.8383 -0.5339
H 2.3710 -1.2154 -2.4608
H 0.4200 -2.6132 -3.0797
H -0.1410 -4.6075 -1.7224
Se 2.2056 0.9034 2.1138
P 2.2944 -0.4247 3.8362
Se 1.3780 -2.3628 3.3712
C 4.0113 -0.6345 4.3348
C 4.7335 0.5085 4.6808
C 6.0787 0.4012 4.9867
C 6.7043 -0.8405 4.9422
C 5.9836 -1.9755 4.6044
C 4.6326 -1.8764 4.2968
C 1.4110 0.3337 5.2258
C 0.7843 -0.4666 6.1785
C 0.1138 0.1221 7.2414
C 0.0705 1.5054 7.3565
C 0.6922 2.3047 6.4067
C 1.3594 1.7228 5.3374
H 4.2471 1.4771 4.7059
H 6.6433 1.2852 5.2538
H 7.7595 -0.9204 5.1716
H 6.4737 -2.9402 4.5740
H 4.0643 -2.7593 4.0338
H 0.8127 -1.5444 6.0814
H -0.3775 -0.4990 7.9786
H -0.4481 1.9621 8.1904
H 0.6521 3.3832 6.4947
H 1.8169 2.3449 4.5782
C -1.9372 0.6909 3.7298
P -1.6168 0.4599 1.9538
C -1.3984 2.1851 1.3893
C -3.2182 0.0036 1.2170
C -3.2297 -0.3491 -0.1342
C -4.4198 -0.6752 -0.7691
C -5.6105 -0.6724 -0.0533
C -5.6044 -0.3534 1.2969
C -4.4137 -0.0175 1.9327
H -2.6621 1.4896 3.8946
H -0.9924 0.9636 4.2021
H -2.2967 -0.2305 4.1885
H -2.3157 2.7469 1.5720
H -1.1649 2.2075 0.3253
H -0.5717 2.6360 1.9401
H -2.2980 -0.3629 -0.6957
H -4.4169 -0.9428 -1.8199
H -6.5422 -0.9187 -0.5477
H -6.5286 -0.3645 1.8612
H -4.4268 0.2276 2.9881
Br -5.6232 -5.1026 1.9060
C -3.9885 -4.2075 1.6937
C -3.4324 -4.0673 0.4353
C -2.2372 -3.3788 0.3287
N -1.6022 -2.8479 1.3742
C -2.1460 -3.0114 2.5857
C -3.3370 -3.6810 2.7974
H -3.9216 -4.4716 -0.4411
H -1.7681 -3.2365 -0.6408
H -1.5966 -2.5873 3.4215
H -3.7482 -3.7837 3.7924
F -5.1261 5.9308 -2.7191
C -4.2868 5.7334 -3.7458
F -3.6620 6.8955 -3.9873
F -5.0348 5.4547 -4.8270
C -3.3039 4.6293 -3.4670
C -2.1870 4.5008 -4.2870
C -1.2773 3.4846 -4.0572
C -1.4656 2.5886 -3.0032
C -2.5916 2.7297 -2.1993
C -3.5149 3.7445 -2.4284
P -0.2876 1.2350 -2.5883
C -0.2916 0.2910 -4.1649
C -1.5310 -0.0812 -4.6912
C -1.6155 -0.9299 -5.7818
C -0.4545 -1.4274 -6.3565
C 0.7839 -1.0681 -5.8527
C 0.8632 -0.2108 -4.7612
C -0.5595 -2.3877 -7.5085
F 0.5798 -2.4646 -8.2075
F -0.8451 -3.6311 -7.0743
F -1.5371 -2.0357 -8.3562
C 1.3367 2.0875 -2.5957
C 2.0150 2.5650 -3.7197
C 3.2527 3.1694 -3.5876
C 3.8363 3.2946 -2.3311
C 3.1851 2.8260 -1.2061
C 1.9385 2.2271 -1.3491
C 5.2014 3.9163 -2.2265
F 6.1474 3.0851 -2.6980
F 5.5232 4.2113 -0.9595
F 5.2805 5.0478 -2.9419
H -2.0298 5.2018 -5.0983
H -0.4185 3.3964 -4.7100
H -2.7627 2.0410 -1.3825
H -4.3859 3.8459 -1.7946
H -2.4417 0.3095 -4.2479
H -2.5807 -1.2035 -6.1887
H 1.6852 -1.4554 -6.3093
H 1.8396 0.0733 -4.3931
H 1.5965 2.4487 -4.7113
H 3.7735 3.5444 -4.4603
H 3.6420 2.9102 -0.2287
H 1.4242 1.8601 -0.4675

Mulliken atomic charge list, values in e, 8 entries:
1 Pb 1.768
2 C -1.619
3 C 0.454
4 C -0.143
5 C -0.799
6 C 0.152
7 C -0.165
8 C -0.512

> What is the formula in the first record?

C3H4